Below is C30H56BF4GeN5O7Tl as an isolated structure at a distorted geometry, with properties calculated with the ωB97M-V functional and the def2-TZVPD basis.

Expectation value of S² ... 0.755
Electronic energy ... -126566.391 eV
2S+1 ... 2
Kohn-Sham gap (alpha / beta) ... 0.2023 / 0.1833 Ha
Net charge ... -2

The geometry in XYZ format:
```
105
Properties=species:S:1:pos:R:3:forces:R:3:lowdin_spin:R:1
Tl -0.7680 -0.1009 -0.3692 0.5 -0.6 0.7 0.005
C 2.8199 -3.1704 -3.9360 0.4 -1.5 -1.2 0.022
C 2.1302 -1.8977 -3.6000 -0.8 1.1 1.7 0.007
C 2.9647 -0.6265 -3.8129 0.1 0.3 -0.3 0.004
C 0.8039 -1.7312 -4.3200 -0.6 0.4 -0.1 0.004
O 1.7492 -1.9736 -2.1730 0.7 -0.1 -0.7 0.147
Ge 2.9678 -2.2562 -0.8697 -0.3 0.2 -0.6 0.403
O 2.0674 -3.0943 0.3785 0.0 -1.5 0.3 0.166
C 1.7433 -4.5743 0.5532 0.0 2.4 -0.3 0.005
C 1.6875 -5.2800 -0.7829 -0.2 -0.3 -0.5 0.007
C 2.7994 -5.0863 1.4838 1.0 0.2 0.6 0.001
C 0.4258 -4.4474 1.2858 -0.4 -0.9 -0.7 0.006
O 3.1883 -0.6284 -0.2212 0.8 1.1 0.1 0.149
C 4.2643 0.2084 0.3366 -1.4 -0.7 0.4 0.006
C 5.2939 -0.7402 0.9642 -0.4 -0.5 -0.1 0.013
C 4.8444 1.0819 -0.7894 -0.1 -0.9 1.2 0.000
C 3.4987 1.0293 1.4201 0.2 -1.5 -0.9 0.006
H 2.9103 -3.3272 -5.0407 0.0 0.2 0.7 0.000
H 2.2790 -4.0551 -3.5388 0.1 0.7 -0.2 0.000
H 3.8274 -3.2057 -3.5221 0.2 0.1 0.1 0.019
H 3.0870 -0.4425 -4.8911 0.2 -0.2 0.1 0.000
H 3.9680 -0.6384 -3.3347 -0.6 -0.1 -0.2 0.003
H 2.3967 0.2542 -3.4631 0.3 -0.5 0.2 0.000
H 0.9282 -1.5177 -5.3989 0.1 -0.3 0.4 0.000
H 0.2824 -0.8524 -3.9000 0.2 -0.4 -0.1 0.000
H 0.1609 -2.6062 -4.1598 0.2 0.1 0.0 0.000
H 2.7144 -5.3525 -1.2078 -0.6 -0.2 0.2 0.006
H 1.0483 -4.7304 -1.4950 0.1 0.0 0.3 0.000
H 1.2115 -6.2874 -0.6769 0.6 0.6 0.0 0.000
H 3.8189 -4.9927 1.0283 -0.7 -0.1 0.3 0.002
H 2.6273 -6.1538 1.7222 0.0 0.5 0.1 0.000
H 2.7494 -4.4204 2.3920 0.3 -1.0 -0.7 0.000
H -0.3540 -4.0286 0.5892 0.7 -0.2 1.0 0.000
H 0.6382 -3.8345 2.1625 -0.5 0.2 -0.1 0.000
H 0.1649 -5.4617 1.6423 -0.3 0.3 -0.1 0.001
H 5.7308 -1.2948 0.0941 0.2 0.3 1.0 0.011
H 4.7792 -1.4869 1.6568 0.6 1.0 -0.9 0.001
H 6.0375 -0.1631 1.5469 -0.1 -0.4 -0.4 0.000
H 5.2535 0.3893 -1.5229 0.0 0.3 -0.4 0.000
H 5.6400 1.6963 -0.3744 0.2 0.1 0.0 0.000
H 4.0512 1.7236 -1.1448 -0.1 0.0 -0.4 0.000
H 3.1813 0.2192 2.1242 -0.2 1.1 -0.3 0.000
H 2.6628 1.5106 0.8757 0.3 -0.2 0.8 0.000
H 4.1621 1.7428 1.8991 0.0 0.2 0.2 0.001
N -2.8527 -0.0907 -2.0958 -0.1 0.3 0.7 0.000
C -3.2815 -1.1981 -2.8998 -0.6 -1.0 -1.0 0.000
C -3.1651 -2.5727 -2.1558 -1.2 0.5 0.1 0.000
C -1.8312 -3.0747 -1.6154 3.3 -0.5 0.7 0.000
O -1.0923 -3.8240 -2.3626 -2.0 1.5 1.4 0.000
O -1.4898 -2.6922 -0.3987 -1.3 -0.5 -3.0 0.001
H -3.4508 0.0035 -1.2482 0.5 0.3 -1.2 0.000
H -2.7240 0.7719 -2.6461 -0.4 -0.5 0.8 0.000
H -2.6802 -1.2491 -3.8584 -0.6 0.3 1.1 0.000
H -4.3953 -1.0476 -3.2000 1.5 -0.6 0.2 0.000
H -3.5974 -3.3234 -2.8329 0.2 0.1 0.2 0.000
H -3.8175 -2.4948 -1.2658 0.0 -0.1 -0.3 0.000
O -0.3811 0.4558 2.5385 0.5 -0.5 2.0 0.000
C -0.3457 0.1944 3.8001 -1.4 0.2 -1.4 0.000
C 0.7817 0.5297 4.6304 -0.6 0.0 0.3 0.000
C 0.6707 0.6746 5.9995 -0.5 -0.4 -0.4 0.000
C -0.5111 0.2215 6.6171 0.1 0.6 1.3 0.000
C -1.5626 -0.2877 5.9011 -0.2 -0.9 -1.3 0.000
C -1.5106 -0.4085 4.5025 1.5 0.3 -0.4 0.000
C -2.3318 -1.3648 3.7647 -0.3 0.1 -0.5 0.000
N -2.3057 -1.6791 2.4603 0.2 0.4 1.2 0.000
C -3.1596 -2.7210 2.3128 -1.2 -0.6 0.2 0.000
C -3.7862 -3.0303 3.5116 -0.6 -1.1 -0.4 0.000
N -3.2160 -2.1825 4.4246 0.0 0.5 0.3 0.000
H 1.6973 0.6541 4.1041 0.6 0.6 -0.3 0.000
H 1.4490 1.1776 6.5814 0.0 -0.6 -0.1 0.000
H -0.6191 0.1739 7.6993 0.2 0.4 0.0 0.000
H -2.4190 -0.7077 6.4349 0.2 0.1 0.1 0.000
H -3.3269 -3.1695 1.3324 0.2 0.1 0.4 0.000
H -4.5495 -3.7976 3.8335 1.1 1.1 -0.6 0.000
H -3.4729 -2.0875 5.3972 0.2 -0.1 -0.4 0.000
O 1.5553 2.5713 -0.7072 -1.5 -0.1 -0.1 0.000
H 0.6237 2.6582 -0.3255 1.3 0.0 -0.3 0.000
H 1.3276 2.1264 -1.5477 0.3 0.2 0.4 0.000
C -3.3866 6.6469 1.3654 0.4 0.6 0.7 0.000
C -3.8917 5.4468 0.5623 0.9 0.0 -0.8 0.000
N -2.8668 4.7370 -0.2064 0.3 0.9 -0.4 0.000
C -2.4906 5.3302 -1.5208 -1.4 -1.0 0.8 0.000
C -1.0853 5.8656 -1.6231 0.7 0.5 1.0 0.000
C -2.1095 3.7076 0.2930 0.8 -0.6 -0.3 0.000
C -2.2930 3.3445 1.7438 -0.7 -0.4 -0.3 0.000
N -1.2300 3.0552 -0.4036 -0.8 0.9 0.3 0.000
H -3.9443 6.8726 2.2990 -0.1 -0.4 -0.6 0.000
H -3.4471 7.5391 0.7488 0.1 0.3 -0.1 0.000
H -2.3331 6.5616 1.7001 -0.5 -0.3 -0.4 0.000
H -4.6276 5.7779 -0.2022 0.1 -0.2 0.8 0.000
H -4.3016 4.7157 1.2124 -0.8 -0.4 0.5 0.000
H -3.2175 6.1513 -1.6303 0.2 -0.4 -0.4 0.000
H -2.6796 4.5199 -2.2518 0.1 0.7 -0.1 0.000
H -0.5441 5.8586 -0.6316 -0.5 -0.2 -1.1 0.000
H -1.1243 6.8940 -1.9459 0.0 0.6 -0.1 0.000
H -0.5245 5.3559 -2.3865 0.5 -0.5 0.0 0.000
H -3.3607 3.0374 1.9073 0.9 0.2 0.1 0.000
H -2.0680 4.2195 2.3654 -0.1 -0.2 0.1 0.000
H -1.6256 2.5022 1.9745 -0.2 0.2 0.1 0.000
H -1.2119 3.3835 -1.3771 0.0 -0.3 0.4 0.000
F -1.1884 1.1135 -4.7067 0.3 0.0 -0.2 0.000
B -0.8181 1.9766 -3.6637 -1.2 0.0 -0.8 0.000
F -0.0454 1.3149 -2.7329 0.6 -0.2 0.3 0.000
F -0.1849 3.1155 -4.1340 0.2 0.3 0.0 0.000
F -2.0674 2.3510 -3.0517 0.2 0.6 0.0 0.000
```
Positions in Å, forces in eV/Å.

Below is a 2-piece molecular cluster, C30H56ClFNO3SSi2 overall, with properties calculated with the ωB97M-V functional and the def2-TZVPD basis.

Electronic energy ... -81478.664 eV
Kohn-Sham gap ... 0.3178 Ha
Net charge ... +1

The geometry in XYZ format:
```
95
Properties=species:S:1:pos:R:3:forces:R:3:mulliken_charge:R:1
C -1.6150 -5.5476 4.3576 -0.1 0.2 -0.1 -1.151
Si -1.4937 -3.8153 3.6507 -0.1 0.1 -0.2 0.101
C -3.1562 -2.9705 3.9292 0.1 -0.1 0.1 -1.010
C -0.0569 -2.8555 4.4058 0.0 0.0 0.1 -0.946
C -0.3009 -1.3867 4.7745 0.1 0.1 0.0 -0.873
C -0.6449 -0.4591 3.5979 0.1 0.2 0.1 0.083
C -1.6445 0.6394 3.9618 0.0 0.0 0.1 -1.219
C -1.1253 1.6351 5.0012 -0.1 0.1 0.0 -0.579
C 0.1927 2.3317 4.6311 -0.1 0.0 0.1 -0.806
C 0.3078 3.7708 5.1698 -0.1 0.0 0.0 -0.951
C 0.1286 4.8424 4.0738 -0.1 -0.1 0.4 -0.791
Si 0.5642 6.5264 4.6785 -0.2 -0.1 -0.3 0.463
F -0.1799 6.8514 6.0477 0.1 0.0 0.0 -0.283
C 0.1993 7.8797 3.4116 0.0 0.2 0.1 -0.649
C -1.2046 8.3954 3.4934 -0.2 -0.1 -0.2 0.326
O -2.1069 8.0793 2.7880 0.2 0.0 0.2 -0.447
Cl -1.4394 9.5693 4.7956 0.0 0.1 0.1 -0.171
S 2.7659 6.5498 5.0776 0.0 0.0 0.2 1.132
C 3.4799 7.6976 3.9265 0.1 0.1 0.1 -1.065
O 2.9786 7.0626 6.4130 0.1 0.0 -0.1 -0.669
O 3.2783 5.2426 4.7056 -0.1 0.1 0.0 -0.632
C -1.2513 -3.9933 1.7777 0.1 0.0 -0.1 0.641
C -2.0359 -4.9286 1.0933 0.0 0.1 -0.1 -0.436
C -1.9383 -5.1016 -0.2812 0.1 0.1 0.1 -0.950
C -1.0398 -4.3298 -1.0086 -0.1 -0.1 0.1 -0.248
C -0.2470 -3.3992 -0.3525 -0.1 0.0 -0.2 -0.210
C -0.3517 -3.2338 1.0224 0.0 -0.1 0.1 -0.450
H -0.7796 -6.1817 4.0647 0.0 -0.1 0.1 0.341
H -2.5462 -5.9995 4.0059 0.1 -0.1 0.0 0.305
H -1.6812 -5.4967 5.4459 0.1 -0.1 0.0 0.334
H -3.7441 -3.5347 4.6573 0.0 0.0 0.0 0.405
H -3.0412 -1.9569 4.3109 -0.1 0.0 -0.1 0.181
H -3.7263 -2.9316 3.0005 0.0 0.0 0.0 0.318
H 0.2424 -3.3853 5.3164 0.0 -0.1 -0.1 0.468
H 0.8002 -2.9302 3.7281 0.0 0.0 0.0 0.463
H 0.6088 -1.0129 5.2549 -0.1 0.1 0.1 0.422
H -1.0810 -1.3139 5.5393 -0.1 -0.1 -0.1 0.398
H 0.2770 0.0276 3.2634 0.0 -0.1 -0.2 0.513
H -1.0175 -1.0280 2.7417 -0.1 0.0 0.1 0.057
H -2.5523 0.1771 4.3635 0.0 0.0 -0.1 0.214
H -1.9564 1.1830 3.0640 0.1 0.0 0.0 0.415
H -1.8989 2.3927 5.1621 0.0 0.0 0.0 0.527
H -1.0119 1.1220 5.9607 0.0 0.1 0.0 0.240
H 0.2948 2.3444 3.5418 0.1 0.0 0.0 0.492
H 1.0286 1.7533 5.0299 0.0 -0.1 -0.2 0.243
H 1.2697 3.9017 5.6663 0.0 0.0 -0.1 0.541
H -0.4601 3.9289 5.9316 0.1 0.0 0.1 0.416
H -0.9219 4.8694 3.7621 0.0 0.0 -0.2 0.459
H 0.7496 4.5972 3.2089 0.0 0.1 -0.1 0.507
H 0.3290 7.4662 2.4096 0.1 0.0 0.0 0.374
H 0.8878 8.7111 3.5655 0.0 0.0 0.0 0.421
H 3.2065 7.4077 2.9140 0.0 0.0 0.0 0.320
H 3.1753 8.7151 4.1614 0.0 0.0 0.0 0.335
H 4.5549 7.5903 4.0752 0.0 0.0 -0.1 0.401
H -2.7410 -5.5402 1.6457 0.0 0.0 0.0 0.242
H -2.5595 -5.8390 -0.7733 0.0 0.0 0.0 0.391
H -0.9603 -4.4670 -2.0812 0.0 0.0 0.0 0.370
H 0.4425 -2.8020 -0.9386 0.1 0.0 0.1 0.365
H 0.2874 -2.5092 1.5159 0.0 0.0 0.0 0.248
C -1.9867 -0.5642 -4.2918 0.1 -0.1 0.0 -1.608
C -0.6567 -1.1734 -3.8529 -0.1 0.1 -0.1 0.431
C 0.5572 -0.3672 -4.3166 0.0 -0.1 0.1 -0.923
C 0.8471 -0.2296 -5.8033 -0.1 0.2 0.1 -0.871
N 1.2177 -1.4510 -6.6210 0.1 0.0 -0.1 0.149
C 0.0084 -2.2469 -7.0405 -0.1 0.0 0.0 -0.571
C -0.6699 -1.4054 -8.1124 0.0 0.1 0.0 -0.709
C 0.4732 -0.6262 -8.7972 0.0 0.0 0.0 -0.634
C 1.7175 -0.9304 -7.9609 -0.1 0.0 -0.1 -0.646
C 2.3050 -2.3036 -5.9924 -0.1 0.0 0.0 -0.710
C 1.8835 -3.3824 -4.9805 0.1 0.0 0.1 -0.450
C 2.3581 -3.1865 -3.5395 -0.1 0.0 0.0 -0.980
H -2.0429 -0.4312 -5.3758 0.0 0.0 0.0 0.230
H -2.8192 -1.2019 -3.9981 0.0 0.0 0.0 0.411
H -2.1385 0.4111 -3.8289 0.0 0.0 0.0 0.426
H -0.6032 -2.2120 -4.1792 0.1 -0.1 0.0 -0.278
H -0.6272 -1.2174 -2.7623 0.0 0.0 0.0 0.349
H 1.4616 -0.6881 -3.8004 0.0 -0.1 0.0 0.358
H 0.4023 0.6661 -3.9912 0.0 0.0 0.0 0.601
H 1.6989 0.4410 -5.9088 0.0 0.0 0.0 0.331
H 0.0080 0.2331 -6.3200 0.0 0.0 0.0 0.604
H 0.3863 -3.1889 -7.4371 0.0 0.0 0.0 0.549
H -0.6287 -2.4433 -6.1866 0.0 0.0 0.0 0.401
H -1.3877 -0.7212 -7.6629 0.0 0.0 0.0 0.112
H -1.2281 -2.0346 -8.8010 0.0 0.0 0.0 0.538
H 0.2604 0.4399 -8.8370 0.0 0.0 0.0 0.330
H 0.6339 -0.9572 -9.8202 0.0 0.0 0.0 0.327
H 2.3687 -0.0797 -7.7844 0.1 0.0 0.0 0.474
H 2.2990 -1.7311 -8.4094 0.0 0.0 0.0 0.464
H 3.0337 -1.6079 -5.5759 0.0 0.0 0.0 0.579
H 2.7752 -2.8008 -6.8367 0.0 0.0 0.0 0.311
H 2.3089 -4.3196 -5.3409 0.0 0.0 0.0 0.512
H 0.8076 -3.5393 -5.0008 0.0 0.0 0.0 0.254
H 3.3795 -2.8064 -3.4984 0.0 0.0 0.0 0.369
H 2.3435 -4.1411 -3.0156 0.0 0.0 0.0 0.387
H 1.7153 -2.5142 -2.9757 0.0 0.0 0.0 -0.055
```
Positions in Å, forces in eV/Å.

Below is C30H56F3N12O2STi as an isolated structure at a distorted geometry, with properties calculated with the ωB97M-V functional and the def2-TZVPD basis.

Expectation value of S² ... 2.005
Electronic energy ... -96095.704 eV
2S+1 ... 3
Kohn-Sham gap (alpha / beta) ... 0.2277 / 0.3199 Ha
Net charge ... +1

The geometry in XYZ format:
```
105
Properties=species:S:1:pos:R:3:forces:R:3:lowdin_spin:R:1
Ti -0.2740 -0.4303 1.3313 -1.1 -1.7 -0.1 1.688
C -0.7647 1.2076 5.3731 -0.2 -0.1 0.0 0.000
N -2.0873 1.2181 4.7652 0.1 0.2 0.2 0.001
C -3.1642 1.8025 5.5520 0.1 0.0 0.0 0.000
C -2.2459 0.9195 3.4351 -0.3 -0.2 0.0 0.007
N -1.8545 -0.2131 2.8969 0.1 -0.4 0.8 0.019
C -1.7685 -1.3310 3.8741 0.0 0.3 -0.4 0.007
C -1.4836 -2.6159 3.1376 0.2 0.1 -0.1 0.007
N -0.2157 -2.5108 2.3918 0.3 -0.3 0.4 0.015
C 0.9736 -2.4478 3.2907 -0.2 0.0 -0.2 0.006
C 1.6709 -1.0999 3.1902 0.0 -0.1 -0.2 0.020
N 1.7286 -0.6961 1.7778 1.1 -0.1 1.1 0.006
C 2.8722 -0.4378 1.2530 0.3 -0.2 -0.3 0.039
N 4.0702 -0.7876 1.8550 0.2 -0.1 -0.2 0.015
C 4.3717 -2.1823 2.1554 0.0 0.2 0.1 0.004
C 5.2285 0.0861 1.7340 -0.1 -0.2 0.0 0.001
N 2.8805 0.1572 -0.0169 0.2 0.2 0.1 0.014
C 2.8191 1.6231 -0.0861 -0.1 -0.2 -0.1 0.003
C 3.7850 -0.4349 -0.9961 -0.1 0.1 0.0 0.001
C -0.0761 -3.5743 1.3668 0.1 0.3 0.1 0.004
C 0.4824 -2.9836 0.0852 -0.4 0.2 0.1 0.009
N -0.4271 -1.8856 -0.2823 0.1 -0.7 -0.5 0.011
C -1.0358 -1.9973 -1.4401 0.1 -0.1 -0.1 0.008
N -2.2527 -1.4386 -1.6652 -0.1 0.3 0.1 0.003
C -3.1942 -1.1639 -0.5840 0.0 -0.2 -0.6 0.004
C -2.6265 -0.9281 -2.9817 -0.1 -0.2 0.0 0.001
N -0.5183 -2.7143 -2.4942 0.1 0.0 -0.1 0.003
C -1.3441 -3.5419 -3.3595 0.1 0.1 0.0 0.000
C 0.8829 -2.6295 -2.8704 -0.1 -0.2 0.1 0.001
N -2.9243 1.8228 2.7010 -0.2 0.3 -0.3 0.003
C -2.9281 3.2475 3.0249 0.0 -0.1 -0.1 0.000
C -3.7262 1.4241 1.5499 0.0 0.1 0.2 0.001
H -0.6527 2.1017 5.9880 0.0 0.0 0.0 0.000
H -0.5994 0.3392 6.0182 0.0 0.0 0.0 0.000
H -0.0011 1.2390 4.6003 0.0 0.0 -0.1 0.000
H -3.2402 1.2707 6.5005 0.0 0.0 0.0 0.000
H -3.0027 2.8619 5.7725 0.0 0.0 0.0 0.000
H -4.1108 1.6939 5.0281 0.0 0.0 0.0 0.000
H -0.9953 -1.1755 4.6271 0.1 0.0 0.1 0.000
H -2.7124 -1.4360 4.4084 -0.1 0.0 0.1 0.001
H -1.4664 -3.4561 3.8413 0.0 -0.1 0.0 0.000
H -2.2778 -2.7872 2.4148 -0.1 -0.1 -0.1 0.001
H 0.6847 -2.6386 4.3249 0.0 0.0 0.1 0.000
H 1.6738 -3.2335 3.0117 0.0 -0.1 -0.1 0.001
H 1.0898 -0.3490 3.7200 -0.1 0.1 0.0 0.005
H 2.6512 -1.1473 3.6560 0.1 0.0 0.1 0.004
H 3.4878 -2.7973 1.9979 0.0 0.0 0.0 0.000
H 5.1631 -2.5506 1.4950 0.0 0.0 0.0 0.001
H 4.7085 -2.3084 3.1876 0.0 0.0 0.0 0.000
H 4.9140 1.1203 1.6232 0.0 0.0 0.0 0.000
H 5.8140 0.0155 2.6519 0.0 0.0 0.0 0.001
H 5.8837 -0.1828 0.9001 0.0 0.0 0.0 0.000
H 2.3387 2.0125 0.8080 0.0 0.0 0.0 0.000
H 3.8225 2.0602 -0.1576 0.0 0.0 0.0 0.000
H 2.2526 1.9254 -0.9657 0.0 0.0 0.0 0.000
H 4.8253 -0.1118 -0.8811 0.0 0.0 0.0 0.000
H 3.7439 -1.5242 -0.9371 0.0 0.0 0.0 0.000
H 3.4489 -0.1338 -1.9906 0.0 0.0 0.0 0.001
H 0.5452 -4.3957 1.7326 0.0 -0.1 0.1 0.000
H -1.0612 -3.9767 1.1392 -0.1 0.0 0.1 0.000
H 1.4933 -2.6141 0.2503 0.1 0.0 -0.1 0.001
H 0.5248 -3.7649 -0.6665 0.0 -0.2 -0.2 0.002
H -2.6987 -0.9651 0.3446 0.3 0.1 0.4 0.003
H -3.7883 -0.2916 -0.8506 0.0 0.0 0.0 0.000
H -3.8764 -2.0053 -0.4361 -0.1 0.0 0.0 0.000
H -1.7772 -0.9848 -3.6571 0.0 0.0 0.1 0.000
H -3.4660 -1.4852 -3.4086 0.0 0.0 0.0 0.000
H -2.9120 0.1207 -2.8965 0.0 -0.1 0.0 0.000
H -2.3425 -3.6466 -2.9427 0.0 0.0 0.0 0.000
H -1.4216 -3.1372 -4.3744 0.0 0.0 0.1 0.000
H -0.8992 -4.5381 -3.4307 0.0 0.0 0.0 0.000
H 1.4096 -1.9518 -2.2030 0.0 0.0 0.0 0.000
H 1.3600 -3.6151 -2.8383 0.0 0.0 0.0 0.000
H 0.9712 -2.2396 -3.8886 0.0 0.0 0.0 0.000
H -3.8873 3.5589 3.4411 0.0 0.0 0.1 0.000
H -2.1358 3.4752 3.7307 0.0 0.0 0.0 0.000
H -2.7521 3.8255 2.1193 0.0 0.0 0.0 0.000
H -3.9774 0.3709 1.6397 0.0 0.0 0.0 0.000
H -4.6437 2.0162 1.5450 0.0 0.0 0.0 0.000
H -3.2060 1.5795 0.6073 0.1 0.0 0.0 0.000
F -0.0506 4.2499 1.5769 0.0 0.1 -0.1 0.001
C -0.3476 3.4435 0.5632 -0.2 -0.5 0.3 0.004
F 0.5009 3.6751 -0.4335 0.1 0.2 -0.2 0.002
F -1.5940 3.7435 0.1290 0.1 0.2 -0.1 0.001
C -0.3176 1.9565 1.0014 -0.3 0.8 -0.3 0.041
O 0.2076 1.6529 2.0713 0.3 0.3 0.5 0.012
O -0.8571 1.1134 0.2316 -0.5 1.8 -1.2 0.014
N -1.5360 2.1881 -2.6527 0.1 0.0 0.1 0.000
C -0.4974 1.7682 -3.4307 0.0 0.0 0.0 0.000
S 0.5480 0.6147 -2.8105 0.0 0.2 -0.5 0.000
N -0.4856 2.3546 -4.6509 0.4 -0.2 -0.1 0.000
C 0.3406 2.1975 -5.8024 0.0 0.1 0.1 0.000
C 0.2468 3.2202 -6.7458 0.0 0.1 0.0 0.000
C 0.9896 3.1772 -7.9132 0.0 0.0 0.0 0.000
C 1.8395 2.1076 -8.1595 0.0 -0.1 0.1 0.000
C 1.9213 1.0828 -7.2269 -0.1 0.0 0.0 0.000
C 1.1768 1.1138 -6.0512 0.0 0.0 0.1 0.000
H -1.4833 1.8635 -1.6994 0.0 0.0 0.2 0.000
H -1.9585 3.0910 -2.8018 0.0 0.0 0.0 0.000
H -1.1387 3.1126 -4.7534 -0.2 0.0 -0.1 0.000
H -0.4203 4.0607 -6.5623 0.1 -0.1 0.0 0.000
H 0.9028 3.9858 -8.6301 0.0 -0.1 0.1 0.000
H 2.4300 2.0721 -9.0678 -0.1 0.0 0.1 0.000
H 2.5738 0.2368 -7.4119 0.0 0.1 0.0 0.000
H 1.2525 0.3112 -5.3340 0.0 0.0 0.0 0.000
```
Positions in Å, forces in eV/Å.